(1)
Density functional theory data (ωB97M-V with the def2-TZVPD basis set) for a 2-piece molecular cluster, C16H28N3O5P overall at a distorted geometry.

Its strongest force on any atom is 2.4 eV Å⁻¹. The calculation puts the total energy at -1508.3983 a.u. Its SMILES is CNC(=O)[C@H](Cc1ccc(O)cc1)NC(C)=O.C[P@@](=O)(O)CCCN. The value obtained for the lowest unoccupied orbital energy is 0.43 eV. The value obtained for the gap between HOMO and LUMO is 9.12 eV.

Geometry as XYZ:
```
53
Properties=species:S:1:pos:R:3:forces:R:3
C -3.766 4.419 -4.723 0.13 -0.59 0.23
N -2.689 3.938 -3.858 0.45 1.09 0.22
C -2.575 2.679 -3.420 -0.42 -0.66 -0.74
O -3.362 1.804 -3.765 0.07 -0.02 0.34
C -1.404 2.318 -2.486 0.31 0.39 0.50
C -1.482 3.050 -1.132 0.06 0.22 0.28
C -0.603 2.475 -0.033 0.04 -0.07 -0.04
C 0.755 2.840 0.068 -0.38 -0.85 0.96
C 1.551 2.326 1.112 -1.26 -0.20 -0.29
C 0.981 1.454 2.066 -0.19 0.81 -1.00
O 1.724 0.966 3.092 -0.47 -0.57 0.37
C -0.375 1.088 1.962 0.36 0.44 -0.56
C -1.164 1.596 0.915 1.43 0.21 0.22
N -0.072 2.457 -3.101 -0.59 -1.05 0.12
C 0.486 3.570 -3.579 0.51 0.99 -0.22
C 1.821 3.406 -4.264 -0.07 0.00 0.07
O -0.011 4.684 -3.476 -0.34 0.16 0.16
H -4.714 4.382 -4.182 -0.03 0.02 -0.13
H -3.566 5.445 -5.035 0.11 -0.15 0.15
H -3.845 3.783 -5.607 -0.06 0.06 0.07
H -1.948 4.582 -3.601 -0.06 -0.13 -0.08
H -1.540 1.258 -2.264 0.04 0.03 -0.30
H -2.518 3.013 -0.790 -0.08 -0.03 -0.08
H -1.237 4.104 -1.263 -0.01 0.01 -0.13
H 1.179 3.530 -0.648 0.02 0.04 -0.01
H 2.590 2.608 1.189 0.17 0.03 0.05
H 2.555 1.429 3.200 0.15 0.18 -0.20
H -0.799 0.425 2.701 -0.01 -0.04 0.10
H -2.209 1.323 0.849 -0.04 -0.01 -0.01
H 0.446 1.604 -3.228 -0.08 0.00 -0.04
H 2.529 2.944 -3.579 0.15 -0.13 -0.07
H 2.190 4.387 -4.561 -0.09 -0.13 0.06
H 1.697 2.783 -5.148 0.14 -0.10 -0.04
C 2.060 -2.457 1.512 -0.36 0.55 -0.15
P 2.222 -3.244 3.103 0.63 -1.74 -0.54
O 3.407 -4.117 3.174 0.76 -1.72 -0.79
O 2.603 -2.240 4.243 -0.93 1.97 1.05
C 0.687 -4.131 3.458 0.01 0.18 0.03
C 0.653 -5.503 2.760 -0.06 0.36 0.17
C -0.610 -6.273 3.123 0.34 -0.44 -0.14
N -0.578 -7.560 2.423 -0.33 0.01 -0.21
H 1.083 -2.680 1.083 0.04 0.12 -0.09
H 2.843 -2.830 0.851 -0.05 -0.02 0.19
H 2.168 -1.378 1.635 -0.09 0.05 -0.12
H 3.424 -2.691 4.505 0.17 0.28 0.35
H 0.622 -4.259 4.541 0.00 0.07 0.00
H -0.154 -3.515 3.133 -0.16 -0.01 0.11
H 1.529 -6.091 3.059 -0.05 0.20 -0.09
H 0.696 -5.370 1.673 0.00 -0.12 0.10
H -0.654 -6.432 4.206 -0.01 0.33 0.13
H -1.497 -5.704 2.824 0.06 -0.17 -0.02
H -1.405 -8.117 2.637 0.51 0.06 -0.02
H 0.274 -8.076 2.645 -0.48 0.09 0.05
```
Forces are in eV/Å.

***

(2)
Density functional theory data (ωB97M-V with the def2-TZVPD basis set) for a 4-piece molecular cluster, C16H28N4 overall at a distorted geometry.

Its strongest force on any atom is 2.3 eV Å⁻¹. The calculation puts the total energy at -845.4078 a.u. Its SMILES is CCCC#N.CCCC#N.CCCC#N.CCCC#N. The value obtained for the lowest unoccupied orbital energy is 0.09 eV. The value obtained for the gap between HOMO and LUMO is 11.67 eV. The calculation puts the relative energy (zero: lowest compared OMol25 entry of this formula, charge and spin) at 1.1204 eV.

Geometry as XYZ:
```
48
Properties=species:S:1:pos:R:3:forces:R:3
C -1.803 14.320 11.169 0.30 0.56 -0.14
C -1.033 15.581 10.664 -0.19 -0.92 0.60
C -0.297 16.370 11.777 -1.51 0.24 -0.40
C -1.278 16.967 12.756 -0.15 0.05 0.79
N -2.021 17.427 13.526 1.19 -0.77 -1.39
H -1.159 13.473 11.406 0.34 0.18 -0.05
H -2.492 13.958 10.406 -0.11 0.14 0.06
H -2.348 14.539 12.087 -0.22 0.11 -0.12
H -1.702 16.256 10.132 -0.11 -0.03 0.05
H -0.265 15.260 9.960 0.04 0.05 -0.11
H 0.159 17.207 11.249 0.48 0.01 0.42
H 0.432 15.710 12.246 0.01 0.40 0.26
C -0.087 14.652 2.720 0.17 -1.22 1.02
C 0.096 16.066 2.271 -0.18 0.12 -0.58
C 1.505 16.317 1.694 -0.56 0.83 0.28
C 1.919 15.351 0.708 0.06 -0.42 -0.81
N 2.230 14.619 -0.121 -0.01 -0.01 0.20
H 0.373 14.563 3.704 -0.02 -0.29 0.24
H 0.401 13.887 2.116 0.25 0.33 -0.37
H -1.102 14.261 2.801 -0.22 0.58 0.10
H -0.070 16.774 3.082 0.11 -0.06 0.12
H -0.678 16.318 1.546 0.25 0.07 -0.37
H 2.288 16.365 2.450 -0.14 0.01 0.22
H 1.461 17.293 1.209 0.33 0.08 -0.04
C 0.465 19.043 8.016 -0.35 -1.24 0.32
C 0.258 17.639 7.373 -0.19 0.67 -1.06
C 0.571 17.605 5.822 -0.37 0.98 -0.02
C 1.649 18.544 5.338 -0.24 -0.92 0.77
N 2.505 19.245 5.018 -0.39 -0.25 0.01
H -0.257 19.802 7.714 0.19 -0.11 -0.94
H 1.493 19.382 7.889 -0.18 0.17 0.34
H 0.133 18.946 9.050 0.80 -0.07 0.41
H -0.788 17.382 7.545 -0.20 -0.01 -0.51
H 0.757 16.782 7.824 0.62 0.55 0.42
H -0.317 17.921 5.274 -0.18 0.21 0.08
H 0.733 16.602 5.428 0.43 -0.06 0.24
C 3.607 15.051 5.174 -0.53 1.09 1.92
C 3.515 15.454 6.731 -0.65 -0.60 -0.76
C 3.416 14.260 7.724 0.70 0.22 -0.09
C 3.418 14.631 9.140 -0.06 0.22 -0.41
N 3.459 14.876 10.258 -0.12 0.18 0.43
H 3.032 15.824 4.665 0.25 0.14 -0.25
H 3.083 14.126 4.932 0.46 -0.23 0.17
H 4.646 15.117 4.852 -0.22 -0.45 -0.17
H 2.616 16.047 6.898 -0.14 -0.04 -0.20
H 4.308 16.160 6.981 0.28 -0.39 0.07
H 4.284 13.605 7.653 0.02 -0.16 -0.39
H 2.527 13.647 7.575 -0.02 0.06 -0.33
```
Forces are in eV/Å.

***

(3)
Density functional theory data (ωB97M-V with the def2-TZVPD basis set) for a 4-piece molecular cluster, C16H28N4 overall at a distorted geometry.

Its strongest force on any atom is 1.3 eV Å⁻¹. The calculation puts the total energy at -845.4248 a.u. Its SMILES is CCCC#N.CCCC#N.CCCC#N.CCCC#N. The value obtained for the lowest unoccupied orbital energy is 0.04 eV. The value obtained for the gap between HOMO and LUMO is 11.54 eV. The calculation puts the relative energy (zero: lowest compared OMol25 entry of this formula, charge and spin) at 0.6592 eV.

Geometry as XYZ:
```
48
Properties=species:S:1:pos:R:3:forces:R:3
C 8.845 10.847 2.796 0.27 0.22 -0.90
C 10.041 9.945 3.118 0.12 -0.36 0.10
C 9.874 9.075 4.377 0.42 0.48 0.29
C 10.192 9.843 5.592 -0.15 0.31 0.51
N 10.448 10.442 6.543 -0.11 -0.28 -0.54
H 9.183 11.877 2.669 -0.20 0.08 0.39
H 8.011 10.796 3.491 0.15 0.05 0.25
H 8.446 10.600 1.807 -0.10 -0.18 0.14
H 10.953 10.530 3.246 -0.06 0.07 0.00
H 10.253 9.277 2.281 -0.15 -0.02 0.02
H 10.592 8.254 4.381 -0.21 -0.17 -0.18
H 8.859 8.696 4.480 0.02 -0.20 -0.09
C 12.320 12.669 -2.994 -0.49 -0.16 0.01
C 13.224 13.609 -2.222 -0.03 0.21 -0.19
C 14.597 13.016 -1.927 0.48 -0.16 0.39
C 15.309 12.596 -3.140 0.20 -0.03 -0.28
N 15.874 12.260 -4.085 -0.26 0.13 0.33
H 11.312 13.086 -3.070 0.08 0.07 -0.08
H 12.204 11.716 -2.469 0.13 -0.02 -0.05
H 12.667 12.464 -4.006 0.13 0.00 0.03
H 12.716 13.911 -1.307 0.26 -0.12 0.21
H 13.380 14.543 -2.766 -0.09 -0.05 -0.09
H 14.579 12.144 -1.263 -0.34 0.00 -0.12
H 15.236 13.729 -1.395 -0.08 0.12 -0.17
C 6.071 15.146 -5.483 -0.93 -0.31 -0.13
C 6.738 13.964 -4.823 1.02 -0.08 0.11
C 6.285 12.625 -5.393 -0.44 0.04 -0.60
C 6.837 12.405 -6.737 0.36 -0.20 0.12
N 7.267 12.219 -7.785 -0.04 0.07 0.00
H 4.996 15.111 -5.266 0.12 0.18 0.21
H 6.096 15.059 -6.572 0.45 0.23 0.00
H 6.463 16.097 -5.137 0.09 0.08 -0.15
H 6.643 13.993 -3.736 -0.43 -0.10 -0.02
H 7.825 13.982 -4.969 -0.08 0.25 -0.09
H 5.207 12.589 -5.595 -0.04 0.00 0.64
H 6.576 11.806 -4.740 -0.08 -0.15 -0.09
C 8.935 14.844 -0.943 0.96 0.93 0.11
C 9.650 14.342 0.315 -0.83 -0.03 0.14
C 10.588 15.359 0.975 0.10 -0.30 0.18
C 11.502 16.042 0.069 -0.29 -0.18 0.10
N 12.206 16.571 -0.662 0.32 0.23 -0.32
H 8.731 15.916 -0.829 -0.45 -0.18 0.17
H 8.018 14.303 -1.142 -0.01 -0.08 -0.16
H 9.612 14.859 -1.802 -0.16 -0.48 -0.07
H 10.126 13.376 0.143 0.21 0.12 -0.06
H 8.881 14.168 1.075 0.08 -0.20 -0.03
H 11.189 14.851 1.732 0.00 0.08 0.04
H 9.994 16.109 1.500 0.04 0.10 -0.09
```
Forces are in eV/Å.

***

Question: Which of these has the highest lowest unoccupied orbital energy?
Answer: C16H28N3O5P